[1]
C4H8S in the gas phase in a non-equilibrium geometry, computed with wB97M-V/def2-TZVPD.

Each atom is followed by the atoms it is bonded to, with distances in Å.
Positions of all 13 atoms, in Å:
1 S -1.0674 -0.5503 -0.1396  C3 1.775, C6 1.765
2 C 0.0124 1.7420 1.2688  H5 1.029, H7 1.106, H8 1.099, C9 1.466
3 C -0.7954 -1.9798 -1.1558  S1 1.775, H4 1.124, H10 1.100, H13 1.104
4 H -1.6571 -2.6987 -1.0902  C3 1.124
5 H -0.1644 2.7247 1.0188  C2 1.029
6 C 0.5506 0.1147 -0.3711  S1 1.765, C9 1.356, H11 1.055
7 H 0.2698 1.5627 2.3294  C2 1.106
8 H -0.9404 1.2151 1.1216  C2 1.099
9 C 1.0320 1.0845 0.4453  C2 1.466, C6 1.356, H12 1.090
10 H -0.6873 -1.6475 -2.1993  C3 1.100
11 H 1.1932 -0.3341 -1.0770  C6 1.055
12 H 2.0974 1.1821 0.6550  C9 1.090
13 H 0.1565 -2.4153 -0.8061  C3 1.104

SMILES: C/C=C\SC
HOMO level: -7.9 eV
Molecular weight: 88.18 g mol⁻¹
Total charge: 0



[2]
CH5FN4 in the gas phase in a non-equilibrium geometry, computed with wB97M-V/def2-TZVPD.

Each atom is followed by the atoms it is bonded to, with distances in Å.
Positions of all 11 atoms, in Å:
1 H 2.4536 -0.0422 -0.1095  N7 0.991
2 H -0.1171 -2.0214 0.1815  N10 1.097
3 H 1.9553 -1.2780 0.6139  N7 1.012
4 H -2.5262 0.6556 -0.6730  N8 1.034
5 H -1.4852 1.8649 -0.3099  N8 1.055
6 N 0.5641 0.3952 0.3630  N7 1.679, C9 1.480, F11 1.419
7 N 1.7151 -0.6993 -0.1814  H1 0.991, H3 1.012, N6 1.679
8 N -1.6921 0.8527 -0.0953  H4 1.034, H5 1.055, C9 1.320
9 C -0.7975 -0.1034 0.0682  N6 1.480, N8 1.320, N10 1.257
10 N -0.9804 -1.3448 0.1495  H2 1.097, C9 1.257
11 F 0.9104 1.7207 -0.0071  N6 1.419

SMILES: [H]/N=C(/N)N(N)F
HOMO level: -9.3 eV
Molecular weight: 92.08 g mol⁻¹
Total charge: 0



[3]
A gas-phase ion, C4H2IO2 (charge -1) in a non-equilibrium geometry, computed with wB97M-V/def2-TZVPD.

Each atom is followed by the atoms it is bonded to, with distances in Å.
Positions of all 9 atoms, in Å:
1 C 0.5963 -0.7388 -1.2780  H3 1.057, C7 1.181
2 H -0.8309 0.0973 1.5130  C8 1.314
3 H 1.2820 -1.1596 -1.9631  C1 1.057
4 I -3.2235 -0.2733 0.0393  C8 2.297
5 C -1.1498 2.1515 -0.0470  O6 1.224, C8 1.727, O9 1.239
6 O -1.3694 2.3928 -1.2272  C5 1.224
7 C -0.1800 -0.2279 -0.5490  C1 1.181, C8 1.382
8 C -1.0582 0.4563 0.2698  H2 1.314, I4 2.297, C5 1.727, C7 1.382
9 O -0.8454 2.9224 0.8735  C5 1.239

SMILES: C#C[C@H](I)C(=O)[O-]
HOMO level: -4.7 eV
Molecular weight: 208.96 g mol⁻¹
Total charge: -1



E_tot? In order: -15111.5739, -9791.7386, -16375.0060 eV.